Computed, not measured: a 4-piece molecular cluster, C36H64FN2O14P3S overall at a distorted geometry, with ωB97M-V with the def2-TZVPD basis set.

```
! RIJCOSX wB97M-V def2-TZVPD def2/J DEFGRID3
* xyz 0 1
C -4.428 2.849 3.055
C -3.387 3.538 2.206
O -2.407 4.070 2.657
O -3.632 3.489 0.851
C -4.334 4.647 0.381
C -4.179 4.672 -1.129
C -4.471 6.054 -1.758
C -3.238 6.607 -2.453
C -2.769 5.859 -3.523
F -3.425 4.733 -3.881
C -1.667 6.217 -4.257
C -1.023 7.386 -3.896
C -1.442 8.183 -2.840
C -2.571 7.785 -2.092
C -3.087 8.625 -0.939
N -2.021 9.033 0.001
N -0.800 9.403 -2.504
C 0.612 9.427 -2.650
C 1.357 10.147 -1.726
C 2.737 10.239 -1.836
C 3.390 9.611 -2.886
C 2.677 8.865 -3.810
C 1.299 8.799 -3.677
S 0.368 7.885 -4.878
H -4.885 2.070 2.444
H -3.991 2.436 3.958
H -5.219 3.562 3.293
H -3.944 5.554 0.853
H -5.399 4.583 0.638
H -4.749 3.868 -1.593
H -3.134 4.418 -1.321
H -5.219 5.902 -2.540
H -4.908 6.753 -1.054
H -1.348 5.588 -5.076
H -3.833 8.075 -0.367
H -3.598 9.510 -1.327
H -2.424 9.661 0.688
H -1.770 8.201 0.526
H -1.238 10.203 -2.944
H 0.867 10.648 -0.902
H 3.273 10.823 -1.101
H 4.464 9.707 -2.979
H 3.190 8.367 -4.621
C -3.947 -3.822 -5.488
C -4.303 -3.446 -4.062
O -3.510 -2.357 -3.575
P -3.851 -0.858 -4.048
O -5.180 -0.482 -3.533
O -2.825 -0.026 -3.097
C -3.264 1.097 -2.330
C -3.477 0.711 -0.884
O -2.881 -0.810 -5.315
C -2.502 0.473 -5.874
C -1.080 0.814 -5.483
H -4.225 -3.029 -6.184
H -4.467 -4.734 -5.783
H -2.872 -3.978 -5.585
H -5.365 -3.201 -3.975
H -4.104 -4.287 -3.398
H -4.166 1.535 -2.758
H -2.477 1.854 -2.398
H -4.147 -0.146 -0.800
H -3.898 1.542 -0.320
H -2.531 0.420 -0.425
H -3.201 1.253 -5.566
H -2.574 0.371 -6.956
H -1.032 1.219 -4.475
H -0.671 1.560 -6.165
H -0.452 -0.076 -5.508
C -0.869 -0.007 3.160
C 0.116 -0.953 3.818
O -0.297 -2.319 3.679
P -0.079 -3.053 2.267
O 1.367 -3.175 2.004
O -0.519 -4.572 2.665
C 0.306 -5.689 2.334
C 1.096 -6.150 3.539
O -1.493 -2.697 1.619
C -1.977 -3.455 0.482
C -3.060 -4.417 0.921
H -0.864 -0.138 2.076
H -0.618 1.031 3.379
H -1.883 -0.210 3.506
H 1.121 -0.823 3.410
H 0.169 -0.754 4.888
H 0.966 -5.452 1.499
H -0.361 -6.489 2.001
H 1.658 -5.327 3.981
H 1.796 -6.940 3.262
H 0.428 -6.528 4.313
H -1.157 -3.974 -0.017
H -2.388 -2.731 -0.222
H -2.638 -5.316 1.365
H -3.666 -4.717 0.065
H -3.703 -3.954 1.670
C 5.596 -5.063 1.391
C 4.813 -6.208 2.006
O 5.674 -7.219 2.549
P 6.395 -6.966 3.958
O 5.377 -6.882 5.020
O 7.067 -8.434 4.198
C 6.917 -9.125 5.438
C 5.854 -10.198 5.329
O 7.746 -6.327 3.395
C 8.923 -6.281 4.236
C 9.915 -7.341 3.805
H 6.134 -4.500 2.156
H 4.924 -4.379 0.873
H 6.336 -5.442 0.686
H 4.132 -5.843 2.779
H 4.212 -6.693 1.238
H 6.692 -8.432 6.248
H 7.883 -9.584 5.664
H 4.918 -9.779 4.960
H 5.672 -10.664 6.299
H 6.164 -10.968 4.622
H 8.654 -6.388 5.288
H 9.360 -5.292 4.104
H 9.647 -8.319 4.200
H 10.913 -7.093 4.167
H 9.938 -7.423 2.719
*
```

## Properties
LUMO energy   0.5283 eV
F_max   0.1042 Eh/bohr
Highest occupied orbital energy   -7.849 eV

Löwdin atomic charge list, values in e, 99 entries: C 0.024; C -0.513; O 0.128; O -0.070; C -0.175; C -0.149; C -0.113; C -0.108; C -0.240; F 0.067; C -0.025; C -0.441; C -0.207; C -0.076; C -0.202; N 0.006; N 0.061; C -0.266; C -0.017; C -0.086; C -0.093; C -0.106; C -0.458; S 1.039; H 0.086; H 0.086; H 0.092; H 0.129; H 0.134; H 0.115; H 0.120; H 0.121; H 0.096; H 0.120; H 0.085; H 0.124; H 0.065; H 0.072; H 0.150; H 0.112; H 0.101; H 0.102; H 0.104; C -0.081; C -0.276; O -0.189; P 0.469; O -0.218; O -0.210; C -0.287; C -0.058; O -0.192; C -0.241; C -0.065; H 0.069; H 0.078; H 0.082; H 0.113; H 0.114; H 0.102; H 0.115; H 0.081; H 0.053; H 0.077; H 0.117; H 0.117; H 0.065; H 0.079; H 0.087; C -0.082; C -0.270; O -0.181; P 0.471; O -0.225; O -0.210; C -0.293; C -0.073; O -0.193; C -0.237; C -0.062; H 0.064; H 0.079; H 0.081; H 0.113; H 0.118; H 0.102; H 0.113; H 0.079; H 0.073; H 0.077; H 0.119; H 0.112; H 0.065; H 0.075; H 0.088; C -0.075; C -0.271; O -0.181; P 0.471



Computed, not measured: a 14-piece molecular cluster, C69H175N9O23 overall at a distorted geometry, with ωB97M-V with the def2-TZVPD basis set.

```
! RIJCOSX wB97M-V def2-TZVPD def2/J DEFGRID3
* xyz 0 1
C -1.780 5.819 -2.647
O -1.730 4.479 -2.183
C -2.062 3.601 -3.235
C -1.910 2.134 -2.730
N -2.921 1.539 -1.875
C -3.615 2.376 -0.881
C -4.317 1.538 0.109
O -5.448 0.885 -0.400
C -5.942 -0.077 0.554
H -1.434 6.497 -1.842
H -2.826 6.131 -2.884
H -1.227 5.977 -3.539
H -1.356 3.631 -4.059
H -3.071 3.770 -3.671
H -0.962 2.242 -2.171
H -1.725 1.473 -3.521
H -3.624 1.096 -2.489
H -4.280 3.124 -1.323
H -2.885 2.826 -0.241
H -4.660 2.169 0.960
H -3.601 0.760 0.355
H -6.027 0.452 1.473
H -5.313 -0.923 0.704
H -6.880 -0.395 0.115
C -1.447 0.347 6.143
O -0.173 0.390 5.650
C 0.547 -0.792 5.768
C 2.029 -0.561 5.374
N 2.934 -1.701 5.450
C 4.330 -1.294 5.148
C 5.126 -2.564 4.966
O 4.876 -3.244 6.221
C 5.488 -4.465 6.214
H -1.863 1.322 5.981
H -1.511 0.084 7.220
H -2.157 -0.401 5.675
H 0.084 -1.608 5.172
H 0.385 -1.165 6.801
H 2.531 0.234 5.986
H 1.975 -0.170 4.318
H 2.884 -2.300 6.314
H 4.774 -0.686 5.992
H 4.382 -0.679 4.278
H 6.235 -2.450 4.916
H 4.923 -3.274 4.152
H 4.911 -5.275 5.761
H 5.556 -4.833 7.273
H 6.467 -4.437 5.717
C -1.612 -7.576 -3.331
O -2.267 -6.710 -2.455
C -2.005 -6.906 -1.067
C -2.972 -6.044 -0.295
N -2.795 -4.668 -0.521
C -3.679 -3.864 0.294
C -3.136 -3.578 1.763
O -3.104 -4.701 2.552
C -2.765 -4.284 3.832
H -0.546 -7.420 -3.439
H -1.995 -7.449 -4.354
H -1.822 -8.662 -3.109
H -0.925 -6.665 -0.904
H -2.236 -7.932 -0.819
H -2.782 -6.320 0.771
H -4.025 -6.401 -0.419
H -2.983 -4.490 -1.479
H -4.670 -4.342 0.447
H -3.908 -2.932 -0.162
H -3.778 -2.870 2.265
H -2.163 -3.164 1.526
H -2.815 -5.185 4.486
H -3.544 -3.517 4.142
H -1.747 -3.856 3.774
C 2.012 5.771 -0.363
O 2.067 4.466 -0.930
C 1.151 3.584 -0.298
C 1.512 2.247 -0.786
N 2.825 1.835 -0.257
C 3.287 0.724 -1.032
C 4.600 0.115 -0.553
O 5.176 -0.516 -1.725
C 6.443 -1.070 -1.380
H 1.168 6.337 -0.579
H 2.958 6.298 -0.646
H 1.935 5.620 0.722
H 0.131 3.884 -0.632
H 1.165 3.758 0.764
H 1.592 2.250 -1.879
H 0.821 1.470 -0.409
H 3.485 2.647 -0.333
H 3.549 1.130 -2.008
H 2.522 -0.013 -1.159
H 4.468 -0.619 0.211
H 5.284 0.923 -0.186
H 6.824 -1.641 -2.294
H 6.287 -1.762 -0.593
H 7.162 -0.287 -1.214
C -0.060 9.638 2.261
O 0.103 8.661 3.247
C 1.305 8.866 4.056
C 1.408 7.733 5.029
N 0.219 7.600 5.821
C 0.249 6.610 6.951
C -1.076 5.945 7.195
O -1.402 4.883 6.267
C -0.472 3.814 6.172
H 0.928 10.133 1.950
H -0.654 10.532 2.598
H -0.485 9.214 1.371
H 1.243 9.831 4.652
H 2.116 8.871 3.323
H 2.215 7.893 5.699
H 1.653 6.832 4.536
H -0.500 7.283 5.190
H 0.522 7.232 7.844
H 1.082 5.915 6.802
H -1.926 6.608 7.123
H -0.991 5.468 8.242
H -0.148 3.386 7.151
H 0.497 4.154 5.756
H -0.892 3.074 5.517
C 1.413 -9.090 0.329
O 1.555 -8.213 -0.784
C 2.447 -7.132 -0.496
C 2.721 -6.535 -1.855
N 3.914 -5.690 -1.778
C 3.821 -4.304 -1.209
C 3.024 -3.311 -1.997
O 3.405 -3.387 -3.315
C 2.907 -2.356 -4.139
H 2.326 -9.710 0.428
H 0.547 -9.619 0.069
H 1.213 -8.664 1.288
H 3.401 -7.434 -0.029
H 1.900 -6.430 0.101
H 1.814 -5.934 -2.124
H 2.861 -7.189 -2.706
H 4.422 -5.578 -2.674
H 4.809 -3.910 -1.121
H 3.354 -4.375 -0.257
H 3.249 -2.311 -1.601
H 1.895 -3.528 -1.931
H 3.365 -1.377 -3.832
H 1.785 -2.197 -3.992
H 3.125 -2.664 -5.158
C -2.488 -2.800 -4.332
O -2.205 -2.799 -2.948
C -1.532 -1.696 -2.415
C -0.958 -1.998 -1.056
N -0.118 -0.851 -0.675
C 0.453 -0.838 0.656
C -0.404 -0.229 1.721
O -0.780 1.097 1.339
C -1.477 1.772 2.423
H -1.738 -2.269 -4.937
H -3.470 -2.393 -4.493
H -2.435 -3.847 -4.635
H -2.235 -0.861 -2.469
H -0.662 -1.530 -3.120
H -0.287 -2.837 -1.012
H -1.780 -2.046 -0.286
H -0.631 -0.027 -0.840
H 1.425 -0.358 0.762
H 0.635 -1.852 0.982
H 0.215 -0.183 2.688
H -1.348 -0.813 1.901
H -0.932 2.471 3.029
H -1.856 0.988 3.059
H -2.359 2.256 1.976
C 0.458 -0.043 -6.423
O 0.786 1.250 -5.999
C 1.806 1.270 -4.984
C 1.951 2.687 -4.543
N 3.146 2.918 -3.719
C 4.415 3.012 -4.441
C 5.046 1.669 -4.861
O 6.454 1.925 -5.010
C 7.189 0.917 -5.728
H 0.115 -0.591 -5.554
H 1.241 -0.659 -6.840
H -0.402 0.020 -7.077
H 2.715 0.852 -5.407
H 1.492 0.569 -4.164
H 1.049 2.946 -4.009
H 1.968 3.294 -5.453
H 3.002 3.733 -3.122
H 5.073 3.590 -3.840
H 4.323 3.683 -5.293
H 4.564 1.367 -5.779
H 4.909 0.889 -4.151
H 7.665 0.264 -5.002
H 7.950 1.483 -6.346
H 6.513 0.299 -6.314
C -3.503 -1.716 -8.289
O -3.036 -0.777 -7.424
C -3.679 0.464 -7.495
C -3.455 1.162 -6.144
N -4.028 0.456 -5.016
C -5.440 0.307 -4.909
C -5.893 -0.528 -3.772
O -5.422 -1.911 -3.975
C -5.898 -2.722 -2.922
H -3.434 -1.443 -9.342
H -4.592 -1.960 -8.087
H -2.945 -2.644 -8.130
H -4.773 0.409 -7.617
H -3.347 1.034 -8.378
H -4.049 2.072 -6.181
H -2.376 1.388 -5.907
H -3.550 -0.415 -4.780
H -5.898 -0.110 -5.770
H -6.000 1.295 -4.722
H -7.000 -0.635 -3.792
H -5.553 -0.087 -2.826
H -5.565 -3.740 -3.203
H -6.954 -2.661 -2.706
H -5.369 -2.601 -1.917
C 0.725 -5.740 3.757
C 2.092 -5.004 3.981
C 3.151 -5.812 3.305
O 2.056 -3.705 3.521
H 0.522 -5.947 2.723
H -0.116 -5.102 4.067
H 0.839 -6.748 4.183
H 2.217 -4.897 5.072
H 2.857 -5.827 2.199
H 3.163 -6.882 3.553
H 4.143 -5.404 3.398
H 2.493 -3.004 4.069
C 4.431 3.282 3.139
C 3.341 2.216 3.305
C 1.936 2.779 3.162
O 3.612 1.147 2.354
H 5.375 2.923 3.445
H 4.189 4.168 3.672
H 4.502 3.561 2.100
H 3.440 1.658 4.305
H 1.173 2.112 2.769
H 2.044 3.642 2.539
H 1.566 3.273 4.144
H 3.441 1.493 1.474
C -2.916 6.781 2.003
C -2.385 5.657 2.849
C -0.915 5.508 2.821
O -2.826 6.055 4.171
H -2.764 6.710 0.911
H -2.374 7.669 2.323
H -3.982 7.020 2.262
H -2.974 4.751 2.642
H -0.383 6.418 2.967
H -0.469 5.128 1.913
H -0.621 4.876 3.653
H -2.397 5.527 4.848
C -4.292 2.421 5.497
C -4.856 2.319 6.921
C -5.350 0.924 7.205
O -3.759 2.704 7.749
H -5.094 2.645 4.805
H -3.904 1.506 5.064
H -3.492 3.172 5.371
H -5.736 3.002 7.048
H -5.614 0.752 8.269
H -4.541 0.178 7.012
H -6.139 0.681 6.560
H -4.072 2.624 8.662
C -0.286 -3.564 -9.175
C 0.491 -3.027 -7.952
C 0.820 -4.127 -6.956
O 1.670 -2.487 -8.579
H -1.180 -4.174 -8.900
H 0.319 -4.175 -9.785
H -0.619 -2.747 -9.779
H -0.154 -2.292 -7.465
H 1.199 -5.054 -7.453
H -0.158 -4.407 -6.513
H 1.479 -3.746 -6.176
H 2.325 -2.204 -7.962
*
```

## Properties
LUMO energy   0.5082 eV
F_max   0.0680 Eh/bohr
Energy relative to the best compared isomer or geometry (same formula, charge and spin)   48.8 kcal per mole
Highest occupied orbital energy   -8.214 eV

Löwdin atomic charge list, values in e, 99 entries: C -0.104; O -0.203; C -0.224; C -0.184; N -0.027; C -0.194; C -0.274; O -0.194; C -0.066; H 0.088; H 0.096; H 0.070; H 0.106; H 0.131; H 0.105; H 0.078; H 0.087; H 0.130; H 0.104; H 0.135; H 0.118; H 0.072; H 0.060; H 0.091; C -0.155; O -0.194; C -0.221; C -0.183; N -0.086; C -0.174; C -0.185; O -0.212; C -0.157; H 0.039; H 0.103; H 0.105; H 0.125; H 0.124; H 0.124; H 0.116; H 0.147; H 0.140; H 0.098; H 0.129; H 0.114; H 0.073; H 0.106; H 0.091; C -0.132; O -0.198; C -0.200; C -0.245; N -0.027; C -0.188; C -0.241; O -0.189; C -0.127; H 0.073; H 0.082; H 0.100; H 0.133; H 0.113; H 0.126; H 0.132; H 0.083; H 0.121; H 0.071; H 0.103; H 0.099; H 0.106; H 0.102; H 0.076; C -0.078; O -0.198; C -0.216; C -0.182; N -0.058; C -0.217; C -0.185; O -0.227; C -0.103; H 0.052; H 0.109; H 0.077; H 0.126; H 0.077; H 0.099; H 0.097; H 0.141; H 0.098; H 0.096; H 0.107; H 0.137; H 0.111; H 0.064; H 0.078; C -0.141; O -0.228; C -0.176